ORCA calculation (the ωB97M-V functional and the def2-TZVPD basis) on the molecule C6H10 in a non-equilibrium geometry.

Last columns: bonded neighbours and bond lengths (Å).
Cartesian coordinates (Å):
1 C 0.047 0.726 1.931  C2 1.528, H7 1.093, H8 1.094, H9 1.095
2 C -0.478 0.305 0.560  C1 1.528, C3 1.501, C6 1.538, H10 1.095
3 C -0.509 -1.175 0.311  C2 1.501, C4 1.332, H11 1.088
4 C 0.037 -1.458 -0.870  C3 1.332, C5 1.562, H12 1.066
5 C 0.208 -0.295 -1.899  C4 1.562, C6 1.646, H13 1.098, H14 1.113
6 C 0.417 0.720 -0.620  C2 1.538, C5 1.646, H15 1.065, H16 1.108
7 H 1.043 0.313 2.109  C1 1.093
8 H -0.607 0.374 2.734  C1 1.094
9 H 0.118 1.815 2.023  C1 1.095
10 H -1.478 0.733 0.431  C2 1.095
11 H -0.939 -1.910 0.989  C3 1.088
12 H 0.186 -2.433 -1.274  C4 1.066
13 H 1.078 -0.142 -2.550  C5 1.098
14 H -0.679 -0.073 -2.532  C5 1.113
15 H 0.099 1.629 -1.075  C6 1.065
16 H 1.455 0.871 -0.266  C6 1.108

As for the structure (SMILES): C[C@@H]1C=CCC1. As for the HOMO-LUMO gap: 0.3822 Ha. As for the spin multiplicity: 1. The calculation puts the energy relative to the best compared isomer or geometry (same formula, charge and spin) at 27.3 kcal/mol. As for the calculated total energy: -6382.6753 eV.